P | Here is a cluster of 2 separate species, C5H14N2O in total from OMol25. Energies are from wB97M-V/def2-TZVPD.

Its lowest unoccupied orbital energy is 0.60 eV. As for the SMILES: N/C=C/CCCN.O. As for the multiplicity: 1. For the HOMO-LUMO gap, the calculation gives 0.3064 Eh.

Last columns: bonded neighbours and bond lengths (Å).
Cartesian coordinates (Å):
1 O -1.0726 -2.9326 -0.5818  H12 0.965, H14 0.965
2 N 0.1385 -0.1904 -1.8402  C5 1.452, H17 1.007, H22 1.010
3 N -2.1473 0.2601 1.6352  C8 1.386, H13 0.998, H18 1.011
4 C 1.7345 0.5657 -0.0319  C5 1.570, C6 1.508, H15 1.121, H21 1.102
5 C 1.2358 -0.5867 -0.9751  N2 1.452, C4 1.570, H11 1.104, H16 1.114
6 C 0.9018 1.8231 -0.0089  C4 1.508, C7 1.534, H10 1.098, H20 1.106
7 C -0.3829 1.5834 0.7947  C6 1.534, C8 1.332, H9 1.094
8 C -0.8837 0.3823 1.0781  N3 1.386, C7 1.332, H19 1.078
9 H -0.9236 2.5151 0.9845  C7 1.094
10 H 1.4349 2.7347 0.2919  C6 1.098
11 H 1.0971 -1.4798 -0.3419  C5 1.104
12 H -1.7346 -2.5590 0.0130  O1 0.965
13 H -2.4851 -0.5190 2.1591  N3 0.998
14 H -0.5572 -3.4628 0.0375  O1 0.965
15 H 2.7791 0.6193 -0.4345  C4 1.121
16 H 1.9887 -0.8144 -1.7639  C5 1.114
17 H -0.0027 -0.8696 -2.5707  N2 1.007
18 H -2.6633 1.1133 1.8014  N3 1.011
19 H -0.2730 -0.5055 1.1109  C8 1.078
20 H 0.6090 2.3165 -0.9548  C6 1.106
21 H 1.9451 0.1015 0.9454  C4 1.102
22 H -0.7387 -0.0953 -1.3481  N2 1.010


Q | Here is a cluster of 3 separate species, C5H14N2O in total from OMol25. Energies are from wB97M-V/def2-TZVPD.

Its lowest unoccupied orbital energy (alpha / beta) is 0.38 / 0.39 eV. As for the multiplicity: 1. For the HOMO-LUMO gap (alpha / beta), the calculation gives 0.2122 / 0.2122 Eh.

Last columns: bonded neighbours and bond lengths (Å).
Cartesian coordinates (Å):
1 O 1.1556 1.8267 1.6667  C6 1.336, H19 0.965
2 N 1.4842 1.5036 -0.6092  C6 1.328, H14 1.008, H20 1.050
3 N 0.0747 -0.6799 -1.5504  C7 1.481, H16 1.027, H21 1.017
4 C -1.7566 -1.4253 -0.0369  C7 1.508, H10 1.097, H15 1.108, H17 1.094
5 C 0.6515 -1.5296 0.6515  C7 1.506, H9 1.095, H11 1.111, H13 1.093
6 C 0.6737 1.6370 0.4347  O1 1.336, N2 1.328, C8 1.403
7 C -0.3908 -0.7950 -0.1490  N3 1.481, C4 1.508, C5 1.506
8 C -0.7071 1.4290 0.2996  C6 1.403, H12 1.074, H22 1.073
9 H 1.6388 -1.0612 0.5778  C5 1.095
10 H -2.5153 -0.8520 -0.5841  C4 1.097
11 H 0.7798 -2.5805 0.3129  C5 1.111
12 H -1.3087 1.3008 1.1805  C8 1.074
13 H 0.3808 -1.5706 1.7092  C5 1.093
14 H 2.4738 1.6682 -0.5097  N2 1.008
15 H -1.7838 -2.4579 -0.4381  C4 1.108
16 H 0.3802 -1.5835 -1.9314  N3 1.027
17 H -2.0829 -1.4767 1.0062  C4 1.094
18 H -0.5728 3.0094 0.3995  no bonds
19 H 2.1194 1.7794 1.6756  O1 0.965
20 H 1.1596 0.7689 -1.2857  N2 1.050
21 H -0.6896 -0.3791 -2.1494  N3 1.017
22 H -1.1644 1.4682 -0.6702  C8 1.073


R | Here is a cluster of 2 separate species, C5H14N2O in total from OMol25. Energies are from wB97M-V/def2-TZVPD.

Its lowest unoccupied orbital energy is 0.76 eV. As for the SMILES: C=CC[C@H](N)CN.O. As for the multiplicity: 1. For the HOMO-LUMO gap, the calculation gives 0.3574 Eh.

Last columns: bonded neighbours and bond lengths (Å).
Cartesian coordinates (Å):
1 O -4.5867 0.2052 -4.1426  H14 0.971, H18 0.969
2 N 2.9313 0.7946 1.5088  C6 1.532, H17 1.024, H19 1.009
3 N 0.1478 1.6659 -0.6600  C4 1.492, H9 1.014, H15 1.015
4 C 0.7052 1.5523 0.7197  N3 1.492, C6 1.551, H10 1.162, H13 1.093
5 C -0.7014 -2.6956 0.8204  C7 1.332, H20 1.106, H21 1.088
6 C 1.6426 0.3215 0.8299  N2 1.532, C4 1.551, C8 1.505, H12 1.100
7 C -0.2240 -1.4549 0.7324  C5 1.332, C8 1.478, H22 1.084
8 C 0.9636 -0.8909 1.4085  C6 1.505, C7 1.478, H11 1.112, H16 1.158
9 H -0.7766 1.2514 -0.7118  N3 1.014
10 H 1.3649 2.5077 0.6708  C4 1.162
11 H 0.8753 -0.9478 2.5153  C8 1.112
12 H 2.0573 0.0728 -0.1585  C6 1.100
13 H -0.0878 1.6766 1.4611  C4 1.093
14 H -4.1120 -0.4616 -4.6646  O1 0.971
15 H 0.6330 1.1974 -1.4187  N3 1.015
16 H 1.7179 -1.7675 1.3518  C8 1.158
17 H 3.0915 1.7775 1.2722  N2 1.024
18 H -4.2430 0.9811 -4.6101  O1 0.969
19 H 2.7234 0.8459 2.4948  N2 1.009
20 H -1.6235 -3.0117 0.2984  C5 1.106
21 H 0.0040 -3.3159 1.3689  C5 1.088
22 H -0.6628 -0.7793 0.0067  C7 1.084


S | Here is a cluster of 2 separate species, C5H14N2O in total from OMol25. Energies are from wB97M-V/def2-TZVPD.

Its lowest unoccupied orbital energy is 0.84 eV. As for the SMILES: C=CC[C@H](N)CN.O. As for the multiplicity: 1. For the HOMO-LUMO gap, the calculation gives 0.3535 Eh.

Last columns: bonded neighbours and bond lengths (Å).
Cartesian coordinates (Å):
1 O -0.6289 1.3760 -2.8970  H10 0.969, H18 0.967
2 N -1.3035 -2.2818 -0.2630  C8 1.476, H13 1.008, H14 1.012
3 N -1.0782 -0.2864 2.1458  C4 1.477, H9 1.011, H11 1.008
4 C -0.3425 -0.3819 0.8687  N3 1.477, C5 1.567, C8 1.529, H20 1.071
5 C 1.0225 0.3588 1.0744  C4 1.567, C6 1.517, H12 1.092, H15 1.077
6 C 1.4704 0.9131 -0.2654  C5 1.517, C7 1.329, H22 1.085
7 C 1.5274 2.2235 -0.4776  C6 1.329, H16 1.085, H19 1.088
8 C -0.0940 -1.8319 0.4527  N2 1.476, C4 1.529, H17 1.084, H21 1.096
9 H -2.0603 -0.1748 1.9344  N3 1.011
10 H -0.6656 1.6093 -1.9577  O1 0.969
11 H -0.9670 -1.0194 2.8281  N3 1.008
12 H 1.7422 -0.4340 1.2897  C5 1.092
13 H -1.3325 -3.2746 -0.4335  N2 1.008
14 H -1.3151 -1.8061 -1.1563  N2 1.012
15 H 0.9331 1.1476 1.8020  C5 1.077
16 H 2.0264 2.7193 -1.3033  C7 1.085
17 H 0.1027 -2.4173 1.3438  C8 1.084
18 H -1.5048 1.6671 -3.1858  O1 0.967
19 H 0.9409 2.9000 0.1406  C7 1.088
20 H -0.8849 0.2049 0.1554  C4 1.071
21 H 0.7532 -1.8416 -0.2423  C8 1.096
22 H 1.7919 0.1707 -0.9886  C6 1.085


Which one sits at the top of the stability order? S does.


P | Here is a cluster of 2 separate species, C5H14N2O in total from OMol25. Energies are from wB97M-V/def2-TZVPD.

Its lowest unoccupied orbital energy is 0.75 eV. As for the SMILES: N/C=C/CCCN.O. As for the multiplicity: 1. For the HOMO-LUMO gap, the calculation gives 0.3408 Eh.

Last columns: bonded neighbours and bond lengths (Å).
Cartesian coordinates (Å):
1 O -0.7894 -3.2035 -0.0949  H17 0.955, H22 0.964
2 N 0.7418 -0.0755 -2.1914  C8 1.505, H9 1.012, H13 1.012
3 N -2.4295 0.5805 1.4696  C5 1.437, H12 1.012, H20 1.013
4 C -0.5431 1.5391 0.4129  C5 1.327, C6 1.525, H18 1.079
5 C -1.0188 0.5796 1.1963  N3 1.437, C4 1.327, H14 1.077
6 C 0.9585 1.7386 0.2336  C4 1.525, C7 1.564, H19 1.090, H21 1.099
7 C 1.8552 0.4890 -0.0481  C6 1.564, C8 1.484, H10 1.095, H15 1.100
8 C 1.3625 -0.6021 -0.9253  N2 1.505, C7 1.484, H11 1.102, H16 1.089
9 H -0.1341 0.3740 -1.9561  N2 1.012
10 H 2.8411 0.9200 -0.2529  C7 1.095
11 H 2.3079 -1.0811 -1.2289  C8 1.102
12 H -2.6934 -0.0616 2.2065  N3 1.012
13 H 0.5709 -0.8472 -2.8239  N2 1.012
14 H -0.4509 -0.2118 1.6565  C5 1.077
15 H 1.7838 0.0369 0.9517  C7 1.100
16 H 0.7409 -1.4161 -0.5561  C8 1.089
17 H -0.5514 -2.3059 0.1258  O1 0.955
18 H -1.1141 2.3051 -0.0887  C4 1.079
19 H 1.4110 2.3184 1.0376  C6 1.090
20 H -2.6585 1.4980 1.8316  N3 1.013
21 H 1.0160 2.2711 -0.7256  C6 1.099
22 H -0.2541 -3.8404 0.3931  O1 0.964


Q | Here is a cluster of 2 separate species, C5H14N2O in total from OMol25. Energies are from wB97M-V/def2-TZVPD.

Its lowest unoccupied orbital energy is 0.67 eV. As for the SMILES: CCC/C(N)=C/N.O. As for the multiplicity: 1. For the HOMO-LUMO gap, the calculation gives 0.3057 Eh.

Last columns: bonded neighbours and bond lengths (Å).
Cartesian coordinates (Å):
1 O -0.0666 -2.3885 -1.4601  H12 0.966, H18 0.958
2 N 2.5083 -0.3301 -1.1772  C8 1.412, H10 1.011, H11 0.993
3 N 1.1377 -0.9187 1.2631  C7 1.412, H13 1.020, H22 1.018
4 C -1.3965 1.6013 0.5680  C5 1.522, C6 1.517, H16 1.099, H19 1.105
5 C -2.2931 0.3902 0.3574  C4 1.522, H9 1.095, H14 1.113, H17 1.084
6 C -0.1008 1.1697 1.2282  C4 1.517, C7 1.491, H15 1.102, H20 1.087
7 C 0.8203 0.2368 0.5169  N3 1.412, C6 1.491, C8 1.344
8 C 1.4372 0.4326 -0.6612  N2 1.412, C7 1.344, H21 1.099
9 H -3.1065 0.4725 -0.3712  C5 1.095
10 H 3.4291 -0.0860 -0.8373  N2 1.011
11 H 2.3681 -0.7203 -2.0799  N2 0.993
12 H 0.7462 -2.6717 -1.8994  O1 0.966
13 H 0.3217 -1.3758 1.6704  N3 1.020
14 H -2.9327 -0.0420 1.1598  C5 1.113
15 H 0.5571 2.0380 1.3971  C6 1.102
16 H -1.4166 2.0617 -0.4297  C4 1.099
17 H -1.7194 -0.4594 0.0053  C5 1.084
18 H -0.7363 -2.4877 -2.1375  O1 0.958
19 H -1.9355 2.4162 1.0850  C4 1.105
20 H -0.3048 0.8837 2.2565  C6 1.087
21 H 1.1712 1.4076 -1.0921  C8 1.099
22 H 1.5116 -1.6303 0.6379  N3 1.018


R | Here is the molecule C5H14N2O from OMol25. Energies are from wB97M-V/def2-TZVPD.

Its lowest unoccupied orbital energy is 1.05 eV. As for the SMILES: CN[C@H](N)[C@@H](C)CO. As for the multiplicity: 1. For the HOMO-LUMO gap, the calculation gives 0.3283 Eh.

Last columns: bonded neighbours and bond lengths (Å).
Cartesian coordinates (Å):
1 O 0.3481 -2.2731 -0.4782  C5 1.620, H19 0.964
2 N 0.4908 -0.3597 1.1837  C6 1.457, C8 1.436, H10 1.032
3 N -1.8839 0.2119 1.1634  C6 1.445, H13 1.012, H18 1.016
4 C -0.6250 0.0579 -0.9227  C5 1.521, C6 1.548, C7 1.526, H11 1.094
5 C 0.5428 -0.8612 -1.2479  O1 1.620, C4 1.521, H20 1.090, H22 1.095
6 C -0.5784 0.4249 0.5808  N2 1.457, N3 1.445, C4 1.548, H17 1.103
7 C -0.6507 1.2997 -1.8089  C4 1.526, H9 1.087, H12 1.088, H16 1.088
8 C 1.6225 0.3109 1.7603  N2 1.436, H14 1.085, H15 1.105, H21 1.096
9 H -1.5032 1.9194 -1.5412  C7 1.087
10 H 0.1468 -1.2181 1.6428  N2 1.032
11 H -1.5376 -0.5224 -1.0886  C4 1.094
12 H -0.7261 1.0318 -2.8602  C7 1.088
13 H -2.1308 -0.7682 1.1086  N3 1.012
14 H 2.2122 -0.3926 2.3394  C8 1.085
15 H 1.3140 1.1451 2.4152  C8 1.105
16 H 0.2471 1.8971 -1.6620  C7 1.088
17 H -0.3474 1.4989 0.6810  C6 1.103
18 H -1.9070 0.4813 2.1433  N3 1.016
19 H 0.6774 -3.0053 -1.0114  O1 0.964
20 H 0.5102 -1.2139 -2.2787  C5 1.090
21 H 2.2640 0.7171 0.9702  C8 1.096
22 H 1.5141 -0.3816 -1.0890  C5 1.095


S | Here is a cluster of 5 separate species, C5H14N2O in total from OMol25. Energies are from wB97M-V/def2-TZVPD.

Its lowest unoccupied orbital energy is 0.96 eV. As for the multiplicity: 1. For the HOMO-LUMO gap, the calculation gives 0.3846 Eh.

Last columns: bonded neighbours and bond lengths (Å).
Cartesian coordinates (Å):
1 O -1.2166 -1.5032 -0.2580  C5 1.437, H20 0.964
2 N 1.1689 -0.5944 1.4855  C4 1.296, H22 1.022
3 N 1.1889 1.5764 0.3819  C6 1.173
4 C 2.2865 -1.2038 1.2399  N2 1.296, H12 1.096, H14 1.089
5 C -2.0751 -0.4320 -0.6843  O1 1.437, C7 1.526, C8 1.520, H13 1.100
6 C 2.3001 1.7748 0.0622  N3 1.173, H10 1.072
7 C -2.3756 0.5143 0.4740  C5 1.526, H9 1.092, H11 1.090, H16 1.091
8 C -1.3586 0.2696 -1.8271  C5 1.520, H15 1.090, H18 1.090, H21 1.090
9 H -2.8763 -0.0155 1.2876  C7 1.092
10 H 2.9580 2.5067 -0.3616  C6 1.072
11 H -1.4488 0.9450 0.8526  C7 1.090
12 H 2.3676 -1.9744 0.4642  C4 1.096
13 H -3.0155 -0.8627 -1.0593  C5 1.100
14 H 2.9456 -1.3648 2.0923  C4 1.089
15 H -1.1170 -0.4445 -2.6139  C8 1.090
16 H -3.0320 1.3201 0.1437  C7 1.091
17 H 3.3895 -0.1768 0.5502  no bonds
18 H -1.9925 1.0508 -2.2463  C8 1.090
19 H 3.5305 0.6257 0.2209  no bonds
20 H -1.6425 -1.9583 0.4776  O1 0.964
21 H -0.4386 0.7248 -1.4614  C8 1.090
22 H 0.4533 -0.7779 0.7797  N2 1.022


Which one sits at the top of the stability order? Q does.


P | Here is the molecule CH3IO2S from OMol25. Energies are from wB97M-V/def2-TZVPD.

Its lowest unoccupied orbital energy is -0.48 eV. As for the SMILES: COOSI. As for the multiplicity: 1. For the HOMO-LUMO gap, the calculation gives 0.3125 Eh.

Last columns: bonded neighbours and bond lengths (Å).
Cartesian coordinates (Å):
1 I -0.2501 2.6488 4.0557  S2 2.393
2 S 1.3739 0.9590 3.5711  I1 2.393, O4 1.552
3 O 1.0845 0.6358 1.0154  O4 1.517, C5 1.390
4 O 0.7862 0.1143 2.4089  S2 1.552, O3 1.517
5 C 0.1628 0.0895 0.1304  O3 1.390, H6 1.094, H7 1.095, H8 1.091
6 H 0.2091 -1.0037 0.1224  C5 1.094
7 H -0.8582 0.4210 0.3465  C5 1.095
8 H 0.4763 0.4768 -0.8400  C5 1.091


Q | Here is the molecule CH3IO2S from OMol25. Energies are from wB97M-V/def2-TZVPD.

Its lowest unoccupied orbital energy is -0.85 eV. As for the SMILES: CS(=O)(=O)I. As for the multiplicity: 1. For the HOMO-LUMO gap, the calculation gives 0.3457 Eh.

Last columns: bonded neighbours and bond lengths (Å).
Cartesian coordinates (Å):
1 I 0.6391 2.5257 -2.2463  S2 2.430
2 S 1.6208 0.6956 -0.9842  I1 2.430, O3 1.440, O4 1.444, C5 1.803
3 O 2.4332 1.3540 0.0051  S2 1.440
4 O 2.1593 -0.3301 -1.8460  S2 1.444
5 C 0.1336 0.1604 -0.1157  S2 1.803, H6 1.135, H7 1.197, H8 1.084
6 H 0.0095 1.1457 0.4330  C5 1.135
7 H 0.5063 -0.7121 0.6144  C5 1.197
8 H -0.6780 -0.1338 -0.7705  C5 1.084


Which one sits at the top of the stability order? Q does.


P | Here is the molecule C5H13FSi from OMol25. Energies are from wB97M-V/def2-TZVPD.

Its lowest unoccupied orbital energy is 0.94 eV. As for the SMILES: CCC[Si](C)(C)F. As for the multiplicity: 1. For the HOMO-LUMO gap, the calculation gives 0.3704 Eh.

Last columns: bonded neighbours and bond lengths (Å).
Cartesian coordinates (Å):
1 Si -1.4526 0.1077 0.1215  F2 1.624, C5 1.892, C6 2.283, C7 1.889
2 F -2.3002 0.1001 -1.2643  Si1 1.624
3 C 1.5603 0.1718 -0.7076  C4 1.527, C6 1.517, H17 1.093, H19 1.093
4 C 2.9208 -0.4153 -1.0759  C3 1.527, H14 1.090, H16 1.089, H20 1.088
5 C -2.3622 -1.0088 1.3481  Si1 1.892, H8 1.087, H9 1.087, H10 1.087
6 C 0.5252 -0.8985 -0.4156  Si1 2.283, C3 1.517, H11 1.084, H18 1.083
7 C -1.2856 1.9140 0.6471  Si1 1.889, H12 1.087, H13 1.084, H15 1.085
8 H -1.7726 -1.1819 2.2447  C5 1.087
9 H -2.5672 -1.9759 0.8963  C5 1.087
10 H -3.3135 -0.5821 1.6570  C5 1.087
11 H 0.8175 -1.5200 0.4230  C6 1.084
12 H -2.2534 2.3259 0.9234  C7 1.087
13 H -0.6251 2.0205 1.5004  C7 1.084
14 H 3.3128 -1.0180 -0.2565  C4 1.090
15 H -0.8881 2.5228 -0.1588  C7 1.085
16 H 3.6326 0.3828 -1.2827  C4 1.089
17 H 1.6791 0.8115 0.1710  C3 1.093
18 H 0.3215 -1.5154 -1.2815  C6 1.083
19 H 1.2105 0.8027 -1.5287  C3 1.093
20 H 2.8401 -1.0438 -1.9609  C4 1.088


Q | Here is a cluster of 2 separate species, C5H13FSi in total from OMol25. Energies are from wB97M-V/def2-TZVPD.

Its lowest unoccupied orbital energy (alpha / beta) is 0.15 / 0.15 eV. As for the multiplicity: 1. For the HOMO-LUMO gap (alpha / beta), the calculation gives 0.2878 / 0.2878 Eh.

Last columns: bonded neighbours and bond lengths (Å).
Cartesian coordinates (Å):
1 Si -1.7062 -0.0579 -0.0551  F2 1.665, C3 1.873, C5 1.924
2 F -2.1021 -1.5525 -0.6740  Si1 1.665
3 C -1.9389 0.9631 -1.6081  Si1 1.873, H10 1.149, H12 1.072, H18 1.109
4 C 1.1670 0.0565 0.7582  C7 1.507, H9 1.150, H15 1.026
5 C -2.8757 0.1699 1.4554  Si1 1.924, H13 1.075, H16 1.104, H20 1.147
6 C 3.5372 -0.5909 -0.0494  C7 1.605, H8 1.157, H14 1.101, H19 1.117
7 C 1.9568 -0.6242 -0.3298  C4 1.507, C6 1.605, H11 1.012, H17 1.022
8 H 3.8435 -1.6907 -0.2404  C6 1.157
9 H 1.4715 -0.2399 1.8263  C4 1.150
10 H -2.4695 1.9598 -1.3947  C3 1.149
11 H 1.7173 -0.1431 -1.1870  C7 1.012
12 H -1.0944 1.4329 -2.0730  C3 1.072
13 H -2.3581 0.1919 2.3971  C5 1.075
14 H 3.6579 -0.3055 1.0076  C6 1.101
15 H 1.0863 1.0786 0.7227  C4 1.026
16 H -3.5273 1.0572 1.3768  C5 1.104
17 H 1.7129 -1.6162 -0.3651  C7 1.022
18 H -2.6286 0.4976 -2.3413  C3 1.109
19 H 4.1474 0.1342 -0.6410  C6 1.117
20 H -3.5971 -0.7209 1.4147  C5 1.147


Which one sits at the top of the stability order? P does.